1.
This record from OMol25 describes a molecular structure, H22KrO11 in a non-equilibrium geometry. The level of theory is wB97M-V/def2-TZVPD.

Computed properties:
energy above the lowest of the compared OMol25 structures with the same formula, charge and spin	29.1	kJ/mol
F_max	0.02249	hartree/bohr
HOMO-LUMO gap	9.54	eV
electronic energy	-97810.1130	eV

ORCA input file:
```
! RIJCOSX wB97M-V def2-TZVPD def2/J DEFGRID3
* xyz 0 1
Kr 0.1909 -0.5822 0.5861
O -2.1127 -0.1372 3.1338
H -2.4712 0.0693 3.9969
H -1.1636 -0.1005 3.2531
O -1.0793 0.1561 -2.5918
H -0.1975 -0.2158 -2.5744
H -1.6491 -0.5864 -2.7924
O 0.5669 -3.8677 0.1746
H 0.2887 -3.8434 1.0902
H -0.2301 -3.6862 -0.3233
O -0.2248 2.3769 1.7409
H 0.2310 3.1834 1.9819
H 0.1913 1.6982 2.2723
O -3.4280 -0.3315 0.4696
H -3.1848 0.3632 -0.1423
H -2.9942 -0.0926 1.2887
O 2.5643 1.3287 -1.7544
H 2.9130 1.2624 -0.8654
H 2.4361 0.4211 -2.0301
O -2.8514 1.8024 -1.1955
H -2.0928 1.3522 -1.5670
H -3.4468 1.9201 -1.9357
O 0.8799 0.8289 3.7072
H 1.8173 1.0182 3.6657
H 0.6457 0.9756 4.6236
O 2.7845 -2.7293 -0.9603
H 2.0797 -3.1221 -0.4454
H 3.3300 -3.4700 -1.2249
O 1.4161 -1.1242 -2.7159
H 1.8607 -1.7359 -2.1289
H 1.2300 -1.6381 -3.5017
O 0.4455 3.2036 -1.1256
H 0.1935 2.5875 -0.4378
H 1.0615 2.7150 -1.6716
*
```

Population analysis type Löwdin, resulting atomic charges in e: Kr 0.3718; O -0.0513; H 0.0487; H -0.0199; O -0.0629; H -0.0230; H 0.0533; O -0.0686; H 0.0534; H 0.0530; O -0.0930; H 0.0445; H -0.0714; O -0.0930; H -0.0392; H -0.0308; O -0.0481; H 0.0418; H -0.0059; O -0.0482; H -0.0119; H 0.0532; O -0.0556; H 0.0664; H 0.0666; O -0.0565; H -0.0193; H 0.0605; O -0.0683; H -0.0111; H 0.0699; O -0.0673; H -0.0264; H -0.0115

***

2.
This record from OMol25 describes 10 unconnected molecules or ions with the total composition H22NO9 in a non-equilibrium geometry. The level of theory is wB97M-V/def2-TZVPD.

Computed properties:
energy above the lowest of the compared OMol25 structures with the same formula, charge and spin	181.3	kJ/mol
F_max	0.05992	hartree/bohr
HOMO-LUMO gap	11.53	eV
electronic energy	-20269.4024	eV

ORCA input file:
```
! RIJCOSX wB97M-V def2-TZVPD def2/J DEFGRID3
* xyz 1 1
N -0.3852 -0.9096 -0.2014
H -0.0652 -0.0546 -0.5224
H -0.7462 -0.8756 0.7336
H 0.2748 -1.6706 -0.3094
H -1.1212 -1.1186 -0.7874
O 0.0758 2.5924 -0.0354
H 0.3308 3.1474 -0.8134
H 0.9418 2.4394 0.3946
O 2.5668 0.3884 -1.9564
H 3.1258 1.0814 -2.3674
H 1.7548 0.2874 -2.4624
O 2.4128 1.3744 0.6356
H 2.4538 1.0544 -0.2874
H 2.9608 2.1204 0.5616
O -2.9132 0.3984 1.2986
H -3.2682 0.3584 2.1846
H -2.5382 1.2714 1.3306
O -2.5152 -0.7806 -2.6974
H -3.0542 -0.1426 -3.1824
H -3.1902 -1.2056 -2.1304
O -1.3232 -2.7206 2.6946
H -1.2512 -1.8936 3.1806
H -1.3032 -3.2846 3.4436
O 2.4618 -1.8866 0.0426
H 3.0008 -1.9616 0.8836
H 2.7358 -1.0266 -0.3744
O 0.4188 -0.0606 2.7076
H 0.1288 -0.4536 3.5226
H 0.1588 0.8784 2.8686
O -0.3562 0.8354 -2.8754
H -1.0432 0.2364 -3.0774
H -0.7282 1.5824 -2.4014
*
```

Population analysis type Löwdin, resulting atomic charges in e: N 0.3805; H 0.0697; H 0.0891; H 0.1300; H 0.0789; O -0.0885; H 0.0642; H -0.0042; O -0.0452; H 0.1005; H 0.0344; O -0.0428; H -0.0018; H 0.0349; O -0.0367; H 0.0444; H 0.0282; O -0.0536; H 0.0740; H 0.0849; O -0.0311; H 0.0077; H 0.0290; O -0.0910; H 0.0899; H 0.0151; O -0.0483; H 0.0220; H 0.0748; O -0.0244; H -0.0280; H 0.0431

***

3.
This record from OMol25 describes a molecular structure, H22NeO11 in a non-equilibrium geometry. The level of theory is wB97M-V/def2-TZVPD.

Computed properties:
energy above the lowest of the compared OMol25 structures with the same formula, charge and spin	45.4	kJ/mol
F_max	0.02498	hartree/bohr
HOMO-LUMO gap	10.70	eV
electronic energy	-26389.4853	eV

ORCA input file:
```
! RIJCOSX wB97M-V def2-TZVPD def2/J DEFGRID3
* xyz 0 1
Ne 14.3120 13.8456 8.4667
O 11.8850 12.2060 5.7952
H 11.7837 12.7369 6.5852
H 11.7174 12.8134 5.0747
O 16.1411 16.8308 8.7802
H 15.9979 16.6922 7.8440
H 16.8831 17.4340 8.8227
O 13.0531 9.6673 9.0641
H 12.9680 10.6079 9.2198
H 12.1515 9.3481 9.0247
O 10.4867 13.2782 8.1565
H 10.0720 14.1300 8.0197
H 10.1543 12.9829 9.0042
O 15.6733 14.8616 10.9231
H 15.9218 15.4354 10.1984
H 15.8055 13.9762 10.5843
O 13.1600 17.3462 9.1183
H 14.0225 16.9905 8.9040
H 12.7172 16.6374 9.5848
O 12.5622 12.2539 10.0652
H 12.5041 12.3809 11.0122
H 12.4267 13.1271 9.6972
O 15.5161 12.1603 10.2131
H 14.5727 11.9987 10.2293
H 15.7918 11.8842 9.3390
O 12.0257 15.1931 10.3924
H 11.1110 15.3684 10.6132
H 12.4563 15.0648 11.2377
O 13.5560 15.0378 12.7516
H 13.5215 15.9371 13.0776
H 14.3894 14.9839 12.2839
O 16.4898 10.9869 7.5549
H 17.4427 11.0516 7.4911
H 16.2178 10.6161 6.7154
*
```

Population analysis type Löwdin, resulting atomic charges in e: Ne 0.0608; O -0.0572; H -0.0169; H 0.0263; O -0.0290; H 0.0598; H 0.0627; O -0.0575; H -0.0293; H 0.0277; O -0.0335; H 0.0512; H 0.0421; O -0.0534; H -0.0017; H -0.0062; O -0.0660; H -0.0215; H -0.0355; O -0.0491; H 0.0703; H 0.0038; O -0.0468; H 0.0017; H 0.0067; O -0.0440; H 0.0675; H 0.0042; O -0.0468; H 0.0559; H -0.0022; O -0.0332; H 0.0423; H 0.0469

***

4.
This record from OMol25 describes a molecular structure, H22NeO11 in a non-equilibrium geometry. The level of theory is wB97M-V/def2-TZVPD.

Computed properties:
energy above the lowest of the compared OMol25 structures with the same formula, charge and spin	84.9	kJ/mol
F_max	0.02003	hartree/bohr
HOMO-LUMO gap	9.78	eV
electronic energy	-26389.0758	eV

ORCA input file:
```
! RIJCOSX wB97M-V def2-TZVPD def2/J DEFGRID3
* xyz 0 1
Ne 0.1140 0.4470 -0.1448
O 2.4803 -2.4805 1.2574
H 2.2214 -2.5239 0.3369
H 1.8671 -1.8592 1.6501
O -3.3321 -2.0775 0.6764
H -2.6341 -2.7324 0.6873
H -3.0367 -1.4224 0.0440
O 1.1331 3.2505 0.0293
H 1.2942 3.8718 0.7393
H 1.7330 3.5200 -0.6662
O 2.9204 1.0615 -0.0677
H 2.4944 0.2043 -0.0645
H 2.2158 1.6803 0.1243
O -1.7895 0.8753 2.5925
H -2.2775 1.0079 3.4053
H -2.1644 1.5093 1.9813
O 1.7126 -1.4637 -1.1617
H 0.9248 -1.9808 -1.3295
H 2.1384 -1.3912 -2.0159
O -2.2721 -0.1221 -1.1565
H -2.1881 0.5861 -0.5180
H -2.0066 0.2714 -1.9877
O -1.7853 2.8523 0.5149
H -2.0333 3.6805 0.9258
H -0.8292 2.8798 0.4775
O -0.5861 -2.6580 -1.7532
H -0.8991 -3.4473 -1.3113
H -1.2007 -1.9742 -1.4870
O 2.4731 0.9840 -3.3926
H 2.8996 0.5568 -2.6498
H 2.3497 1.8901 -3.1099
O -0.2590 -1.6832 2.5104
H -0.8675 -2.4112 2.3844
H -0.8104 -0.9014 2.4791
*
```

Population analysis type Löwdin, resulting atomic charges in e: Ne 0.0712; O -0.0679; H -0.0189; H -0.0074; O -0.0420; H 0.0150; H -0.0215; O -0.0320; H 0.0720; H 0.0656; O -0.0560; H -0.0124; H -0.0305; O -0.0428; H 0.0516; H -0.0024; O -0.0655; H -0.0125; H 0.0545; O -0.0426; H 0.0234; H 0.0695; O -0.0390; H 0.0571; H 0.0000; O -0.0165; H 0.0656; H 0.0149; O -0.0487; H 0.0043; H 0.0213; O -0.0405; H 0.0282; H -0.0153

***

5.
This record from OMol25 describes 11 unconnected molecules or ions with the total composition H22O11 in a non-equilibrium geometry. The level of theory is wB97M-V/def2-TZVPD.

Computed properties:
energy above the lowest of the compared OMol25 structures with the same formula, charge and spin	344.1	kJ/mol
F_max	0.05424	hartree/bohr
HOMO-LUMO gap	9.77	eV
electronic energy	-22877.9479	eV

ORCA input file:
```
! RIJCOSX wB97M-V def2-TZVPD def2/J DEFGRID3
* xyz 0 1
O 0.0716 0.3101 0.3909
H 0.5068 -0.1849 1.0942
H -0.2042 -0.3675 -0.2367
O 1.8497 -2.8757 1.5916
H 2.7141 -3.2132 1.8521
H 2.0449 -2.0311 1.1703
O 0.7780 5.4275 1.3073
H 1.7381 5.4613 1.3856
H 0.6134 4.6379 0.7796
O -2.9784 -2.7709 -3.8299
H -2.3110 -2.1938 -4.2180
H -3.0439 -2.4721 -2.9159
O -2.0697 -0.1384 -1.0801
H -2.6710 -0.5304 -0.4368
H -2.1591 -0.7008 -1.8577
O 0.4437 1.1198 -1.9007
H 0.6333 2.0582 -2.0126
H 0.6714 0.9426 -0.9810
O 0.0296 0.2864 -3.9016
H -0.5463 1.0473 -3.7654
H 0.8312 0.5090 -3.4149
O -3.7440 2.7195 1.6091
H -2.9951 2.3117 2.0584
H -4.4717 2.1063 1.7625
O 3.4890 1.9786 3.0602
H 2.7447 2.3303 3.5614
H 4.0992 1.6635 3.7366
O -1.2313 -0.9804 2.5018
H -0.6988 -1.1380 3.2896
H -0.9046 -1.6259 1.8649
O 1.8933 -4.5319 -0.9738
H 2.5121 -3.8214 -0.7708
H 2.3650 -5.3334 -0.7205
*
```

Population analysis type Löwdin, resulting atomic charges in e: O -0.0598; H 0.0381; H 0.0367; O -0.0513; H 0.0454; H 0.0287; O -0.0594; H 0.0319; H 0.0277; O -0.0503; H 0.0347; H 0.0145; O -0.0326; H 0.0558; H 0.0309; O -0.0944; H 0.0734; H -0.0014; O -0.1075; H 0.0281; H 0.0039; O -0.0602; H 0.0294; H 0.0309; O -0.0652; H 0.0335; H 0.0328; O -0.0538; H 0.0453; H 0.0263; O -0.0628; H 0.0159; H 0.0346

***

6.
This record from OMol25 describes 11 unconnected molecules or ions with the total composition H22O11 in a non-equilibrium geometry. The level of theory is wB97M-V/def2-TZVPD.

Computed properties:
energy above the lowest of the compared OMol25 structures with the same formula, charge and spin	140.2	kJ/mol
F_max	0.05318	hartree/bohr
HOMO-LUMO gap	10.02	eV
electronic energy	-22880.0609	eV

ORCA input file:
```
! RIJCOSX wB97M-V def2-TZVPD def2/J DEFGRID3
* xyz 0 1
O 1.9456 1.9415 -0.4310
H 1.0656 2.3125 -0.3130
H 2.0176 1.4725 -1.2920
O 1.6716 -2.5725 1.6310
H 1.7986 -2.1735 0.7240
H 2.4146 -2.3265 2.2200
O -2.8714 1.8535 1.6190
H -1.9524 1.5655 1.7470
H -3.3504 1.2575 2.2110
O -0.5654 -0.1295 -0.3950
H 0.3716 -0.2685 -0.6350
H -0.5324 0.2975 0.4950
O -1.0134 -1.9715 1.8280
H -0.0894 -2.0305 1.8360
H -1.2414 -2.4005 0.9990
O 2.2636 0.8475 -2.8900
H 2.9046 0.1985 -3.2590
H 1.4006 0.5575 -3.1660
O -0.2224 1.2885 1.8100
H 0.0026 2.1875 1.6590
H 0.2956 1.0275 2.6040
O 1.9196 -1.1385 -0.7400
H 1.7496 -1.6795 -1.5220
H 2.7046 -0.6585 -0.9350
O -0.2234 -0.2085 -3.8520
H -0.8014 0.1935 -3.1410
H 0.0086 -1.0975 -3.6110
O -1.5434 1.5705 -2.2710
H -2.0384 2.1735 -1.6470
H -1.1064 1.0185 -1.5870
O -2.4754 -0.6835 3.4770
H -1.8004 -0.9745 2.7790
H -2.7074 -1.4515 4.0480
*
```

Population analysis type Löwdin, resulting atomic charges in e: O -0.0743; H 0.0198; H -0.0182; O -0.0808; H 0.0250; H 0.0700; O -0.0793; H -0.0326; H 0.0218; O -0.0838; H 0.0037; H 0.0112; O -0.0230; H -0.0250; H 0.0792; O -0.0463; H 0.0869; H -0.0038; O -0.0278; H 0.0629; H 0.1229; O -0.0287; H 0.0892; H 0.0537; O -0.0535; H 0.0299; H 0.0310; O -0.1011; H 0.0855; H -0.0218; O -0.1279; H -0.0097; H 0.0449

***

7.
This record from OMol25 describes 11 unconnected molecules or ions with the total composition H22O11 in a non-equilibrium geometry. The level of theory is wB97M-V/def2-TZVPD.

Computed properties:
energy above the lowest of the compared OMol25 structures with the same formula, charge and spin	380.0	kJ/mol
F_max	0.09110	hartree/bohr
HOMO-LUMO gap	10.25	eV
electronic energy	-22877.5750	eV

ORCA input file:
```
! RIJCOSX wB97M-V def2-TZVPD def2/J DEFGRID3
* xyz 0 1
O 0.3385 0.6100 -0.5955
H 0.9419 0.6791 0.0919
H -0.3494 1.2817 -0.3557
O 2.4155 2.0457 -2.2159
H 1.9023 2.3330 -1.4948
H 1.9169 2.0572 -3.0542
O -5.5817 0.0079 0.3255
H -5.9417 0.4615 -0.3513
H -4.6411 0.2127 0.3153
O -1.0414 2.0923 2.9768
H -0.5730 2.8726 2.6989
H -1.6001 1.8901 2.2097
O -2.6942 1.0071 -1.6077
H -3.0359 1.2065 -2.5096
H -3.1246 0.1663 -1.4024
O -1.6861 -1.1003 0.4700
H -1.6881 -1.6707 -0.2655
H -1.5473 -1.6913 1.2978
O 1.2959 -2.2797 1.7314
H 0.7310 -2.2905 2.5715
H 1.9294 -2.9666 1.9683
O 5.2601 -1.4095 0.8258
H 4.7871 -2.2065 0.9868
H 4.9536 -1.0035 0.0032
O 2.1421 2.6672 0.7224
H 1.7251 2.5564 1.5159
H 3.0089 2.4427 0.9667
O 3.9864 -1.1777 -1.8534
H 4.4964 -1.8832 -1.4339
H 3.3498 -0.8559 -1.2351
O -4.1979 -1.8842 -1.1529
H -3.3389 -1.4201 -1.2799
H -4.1394 -2.7504 -0.8702
*
```

Population analysis type Löwdin, resulting atomic charges in e: O -0.0488; H -0.0322; H 0.0493; O -0.0548; H -0.0461; H 0.0526; O -0.0093; H -0.0310; H 0.0203; O -0.0490; H 0.0169; H 0.0397; O -0.0468; H 0.0734; H -0.0188; O -0.0654; H -0.0059; H 0.0987; O -0.0862; H 0.0744; H 0.0238; O -0.0411; H 0.0123; H 0.0031; O 0.0274; H -0.0119; H 0.0395; O -0.0337; H 0.0300; H 0.0175; O -0.0221; H 0.0168; H 0.0073